Here is the ion C9H10NS with charge +1 in a non-equilibrium geometry from the Open Molecules 2025 dataset. Energies are from ωB97M-V with the def2-TZVPD basis set.

Structure (XYZ):
```
21
C9H10NS (ωB97M-V with the def2-TZVPD basis set)
C 1.88 1.82 0.52
C 2.43 0.63 0.76
C 0.57 1.85 0.04
C 1.74 -0.47 0.32
C -0.15 0.80 -0.42
C 0.48 -0.42 -0.19
C -2.37 -0.01 -0.10
C -1.50 0.87 -0.99
C -0.19 -1.65 -0.59
N 0.14 -2.74 0.00
S -3.52 0.73 0.82
H 2.29 2.78 0.80
H 3.35 0.41 1.22
H 0.14 2.81 0.05
H 2.20 -1.43 0.39
H -1.93 1.89 -0.93
H -1.52 0.36 -1.98
H -0.92 -1.60 -1.37
H 1.06 -2.58 0.50
H -0.32 -3.63 -0.18
H -3.85 -0.41 1.35
```

Computed properties:
- total charge = +1
- E_tot (eV) = -21810.6077
- spin multiplicity = 1